(1)
40
Properties=species:S:1:pos:R:3 method="wB97M-V/def2-TZVPD" e_homo_ev=-8.13 de_lowest_kj_mol=1.2 smiles="Cc1nc(CCNC(=O)c2cnc3c(S)cccc3c2)sc1C(=O)O" orbital_gap_ev=7.79
C -2.56620 1.38701 -1.54187
C -2.43397 0.20331 -2.43852
N -1.70339 -0.83469 -1.89511
C -1.52715 -1.78703 -2.79552
C -0.69261 -2.96814 -2.43033
C 0.70993 -2.61699 -2.06482
N 0.64718 -1.90204 -0.79574
C 1.76935 -1.55130 -0.08272
O 2.84740 -2.02302 -0.40264
C 1.66240 -0.69631 1.05476
C 0.36863 -0.32581 1.50586
N 0.16014 0.50311 2.52453
C 1.21225 0.94043 3.20379
C 0.98540 1.72689 4.34933
S -0.67356 2.01219 4.88328
C 2.03578 2.27900 5.03225
C 3.38347 1.98083 4.67271
C 3.60839 1.10193 3.58847
C 2.53487 0.63419 2.81484
C 2.78082 -0.19791 1.72661
S -2.27583 -1.52642 -4.33289
C -2.85193 0.02500 -3.73292
C -3.52108 0.95448 -4.60839
O -3.72714 0.60003 -5.73765
O -3.84848 2.19377 -4.21035
H -3.34011 1.21230 -0.76486
H -2.80543 2.29219 -2.07293
H -1.62686 1.59914 -1.01158
H -1.16225 -3.51691 -1.59687
H -0.62405 -3.64515 -3.25225
H 1.31224 -3.51528 -1.93767
H 1.10237 -1.99412 -2.88142
H -0.27489 -1.59819 -0.43353
H -0.52446 -0.76926 1.02438
H -1.17685 1.43612 3.76163
H 1.85985 2.93116 5.88910
H 4.19434 2.45555 5.20430
H 4.61958 0.92052 3.29021
H 3.79128 -0.48099 1.50157
H -4.22941 2.56039 -5.00702

***

(2)
12
Properties=species:S:1:pos:R:3 method="wB97M-V/def2-TZVPD" e_homo_ev=-9.08 de_lowest_kj_mol=436.7 orbital_gap_ev=9.77
C 1.10584 -0.31216 -0.04002
C -0.87421 0.61506 -0.00062
C -1.59867 -1.24604 0.00674
C -0.20846 -0.63802 -0.06730
H 3.06522 -0.23480 0.26979
H 2.61607 -1.58214 -0.56912
H -1.97058 -1.76825 -0.86082
H -1.98506 -1.65307 0.95182
N 2.33463 -0.92232 0.14234
N -0.10959 1.65380 0.04615
O 1.17695 1.03858 -0.08547
O -2.15794 0.16202 0.02248

***

(3)
16
Properties=species:S:1:pos:R:3 method="wB97M-V/def2-TZVPD" e_homo_ev=-4.68 de_lowest_kj_mol=14.8 orbital_gap_ev=8.42 total_charge=-1
C 0.03582 0.73783 0.94806
C -0.32982 -0.73649 0.61472
C -1.95646 -0.17264 -1.01156
C 0.19289 1.85774 -1.18121
N 0.71528 1.13494 -0.21682
N -1.54087 -1.00469 -0.10283
O -2.25201 -1.93804 0.34659
Cl 3.04460 -1.08977 -0.42272
H -0.87238 1.35975 1.17075
H 0.70874 0.68741 1.81015
H 0.56876 -1.16267 -0.06771
H -0.38196 -1.39516 1.46443
H -1.48839 0.73117 -1.41141
H -2.78042 -0.54880 -1.56490
H 0.96266 1.90498 -1.93200
H 1.55424 0.71588 0.02037